1.
ORCA calculation (ωB97M-V/def2-TZVPD) on a structure of composition C37H67F4N2OPPtSi2.

Each line ends with the Mulliken charge.
Geometry (Å):
1 Pt -0.193 -0.904 -1.865  2.24
2 C 1.993 -2.873 -3.754  -1.71
3 C 1.379 -1.699 -4.504  -1.11
4 N 0.016 -1.351 -4.076  0.99
5 C -0.488 -0.293 -4.979  -1.06
6 C -1.482 0.698 -4.369  -1.29
7 C -0.818 -2.556 -4.078  -1.54
8 C -2.238 -2.212 -3.760  -0.89
9 N -2.229 -1.581 -2.468  -0.09
10 C -3.435 -1.232 -1.963  -0.02
11 C -3.560 -0.878 -0.591  -0.03
12 F -2.416 -0.842 0.123  0.46
13 C -4.756 -0.620 0.031  -0.41
14 F -4.789 -0.318 1.348  -0.29
15 C -5.955 -0.667 -0.652  -0.79
16 C -5.884 -0.983 -1.989  0.06
17 F -7.020 -1.027 -2.701  -0.34
18 C -4.692 -1.246 -2.632  0.52
19 F -4.794 -1.498 -3.960  -0.38
20 H 3.075 -2.845 -3.875  0.67
21 H 1.638 -3.828 -4.137  0.29
22 H 1.764 -2.805 -2.691  0.10
23 H 1.368 -1.922 -5.582  0.71
24 H 2.003 -0.815 -4.355  0.63
25 H -0.921 -0.753 -5.877  0.37
26 H 0.384 0.273 -5.305  0.90
27 H -2.518 0.397 -4.511  0.36
28 H -1.290 0.788 -3.296  0.06
29 H -1.362 1.676 -4.833  0.44
30 H -0.447 -3.224 -3.302  0.36
31 H -0.780 -3.081 -5.045  0.32
32 H -2.830 -3.137 -3.743  0.79
33 H -2.667 -1.585 -4.542  0.38
34 H -6.892 -0.452 -0.163  0.55
35 O 0.350 0.022 0.887  -0.66
36 P -0.348 0.520 2.110  -0.90
37 C -1.546 1.865 1.706  0.34
38 C -2.037 2.720 2.894  -0.74
39 C -1.511 4.151 2.801  -0.69
40 C -2.000 4.838 1.518  -0.88
41 C -2.026 3.866 0.321  -1.00
42 C -1.039 2.722 0.539  -0.23
43 C -1.436 -0.735 2.940  0.65
44 C -1.664 -0.603 4.460  -0.58
45 C -1.984 -1.974 5.072  -0.93
46 C -2.914 -2.765 4.153  -0.77
47 C -2.216 -3.105 2.819  -0.77
48 C -1.040 -2.161 2.545  -0.89
49 C 0.853 1.151 3.367  0.76
50 C 1.573 -0.020 4.080  -0.74
51 C 2.957 -0.270 3.490  0.01
52 C 3.876 0.943 3.671  -0.99
53 C 3.110 2.267 3.492  -1.22
54 C 1.855 2.066 2.647  0.56
55 H -2.402 1.312 1.321  0.41
56 H -1.738 2.275 3.846  0.39
57 H -3.130 2.743 2.894  0.55
58 H -0.419 4.132 2.818  0.06
59 H -1.836 4.723 3.672  0.52
60 H -1.342 5.681 1.298  0.34
61 H -3.001 5.246 1.678  0.45
62 H -1.795 4.402 -0.601  0.45
63 H -3.027 3.439 0.210  0.33
64 H -0.046 3.129 0.744  0.18
65 H -0.957 2.096 -0.352  0.05
66 H -2.398 -0.555 2.462  0.62
67 H -2.509 0.069 4.633  0.38
68 H -0.802 -0.177 4.975  0.22
69 H -2.450 -1.838 6.050  0.53
70 H -1.059 -2.536 5.228  0.36
71 H -3.806 -2.161 3.966  0.32
72 H -3.239 -3.680 4.651  0.50
73 H -2.938 -3.023 2.003  0.04
74 H -1.855 -4.135 2.829  0.54
75 H -0.794 -2.182 1.486  -0.30
76 H -0.154 -2.491 3.093  0.56
77 H 0.294 1.730 4.106  0.95
78 H 0.993 -0.938 3.973  0.08
79 H 1.662 0.194 5.149  0.36
80 H 2.824 -0.493 2.433  -0.92
81 H 3.404 -1.147 3.963  0.73
82 H 4.696 0.878 2.953  0.33
83 H 4.322 0.917 4.668  0.44
84 H 3.750 3.013 3.016  0.48
85 H 2.815 2.665 4.467  0.39
86 H 2.119 1.612 1.689  -1.20
87 H 1.397 3.034 2.439  0.34
88 C 4.070 -2.515 -1.937  -1.78
89 Si 2.808 -1.494 -0.931  0.74
90 C 1.751 -2.730 0.038  -0.26
91 C 3.873 -0.496 0.276  -0.46
92 C 1.813 -0.416 -2.144  1.05
93 Si 2.418 1.351 -2.374  0.22
94 C 1.508 2.240 -3.784  -1.06
95 C 2.351 2.487 -0.864  -0.68
96 C 4.220 1.253 -2.982  -1.14
97 H 4.949 -2.740 -1.330  0.46
98 H 4.409 -1.971 -2.821  0.41
99 H 3.654 -3.466 -2.268  0.44
100 H 2.358 -3.540 0.448  0.70
101 H 0.967 -3.174 -0.584  0.19
102 H 1.269 -2.211 0.864  -0.63
103 H 4.253 -1.135 1.075  0.52
104 H 3.297 0.311 0.728  -0.54
105 H 4.733 -0.051 -0.226  0.48
106 H 1.988 -0.879 -3.121  -2.31
107 H 0.550 2.645 -3.455  0.23
108 H 1.322 1.561 -4.617  0.23
109 H 2.109 3.069 -4.162  0.51
110 H 1.430 2.308 -0.307  -0.23
111 H 2.371 3.536 -1.164  0.59
112 H 3.195 2.316 -0.195  0.36
113 H 4.278 0.740 -3.944  0.29
114 H 4.856 0.710 -2.282  0.25
115 H 4.643 2.250 -3.115  0.38

Cartesian forces (eV/Å) of the 2 atoms listed first:
0.68 0.34 -2.43
-0.44 -0.18 -0.81

Values from the calculation:
LUMO (spin up / spin down) = -0.51 / -0.51 eV
Orbital gap (spin up / spin down) = 6.346 / 6.347 eV
HOMO energy (spin up / spin down) = -6.9 / -6.9 eV
DFT total energy = -83644.87728 eV
F_max = 0.05351 hartree/bohr



2.
ORCA calculation (ωB97M-V/def2-TZVPD) on a cluster of 12 separate species, C37H67N6O6S5 in total.

Each line ends with the Mulliken charge.
Geometry (Å):
1 C -1.435 -0.423 0.742  -1.17
2 C -0.973 0.301 -0.507  0.48
3 C -1.516 1.739 -0.666  -1.14
4 O 0.409 0.233 -0.702  -0.96
5 H -2.495 -0.648 0.623  0.30
6 H -1.295 0.049 1.714  0.31
7 H -0.995 -1.420 0.706  0.29
8 H -1.400 -0.312 -1.300  0.04
9 H -2.587 1.612 -0.820  0.29
10 H -1.153 2.330 -1.507  0.30
11 H -1.304 2.326 0.227  0.27
12 C -0.603 -3.702 12.000  -0.84
13 S 0.524 -4.048 10.592  0.47
14 O -0.246 -4.948 9.627  -0.61
15 C 0.502 -2.468 9.672  -0.87
16 H -1.596 -3.471 11.616  0.29
17 H -0.231 -2.811 12.506  0.32
18 H -0.593 -4.604 12.613  0.30
19 H 1.356 -2.690 9.032  0.27
20 H 0.805 -1.543 10.162  0.37
21 H -0.401 -2.306 9.083  0.31
22 C 3.931 -7.378 2.638  -0.94
23 S 5.309 -8.356 1.833  0.48
24 O 5.044 -9.873 1.996  -0.62
25 C 5.035 -7.764 0.124  -0.90
26 H 4.091 -7.425 3.715  0.32
27 H 2.940 -7.832 2.678  0.33
28 H 3.920 -6.327 2.351  0.34
29 H 3.978 -7.528 -0.005  0.30
30 H 5.344 -8.425 -0.687  0.32
31 H 5.441 -6.757 0.031  0.36
32 C -7.630 3.627 3.148  -0.97
33 S -6.569 3.125 4.605  0.48
34 O -7.035 3.879 5.883  -0.62
35 C -7.295 1.459 4.866  -0.86
36 H -7.728 4.685 2.906  0.35
37 H -8.691 3.391 3.232  0.30
38 H -7.252 3.244 2.201  0.37
39 H -7.071 1.085 5.865  0.32
40 H -7.058 0.824 4.013  0.35
41 H -8.368 1.634 4.788  0.27
42 C -0.331 -10.570 -1.661  -0.94
43 S -0.882 -9.181 -2.864  0.48
44 O -1.938 -9.712 -3.839  -0.59
45 C -1.725 -8.017 -1.659  -0.88
46 H 0.170 -10.314 -0.727  0.36
47 H 0.320 -11.211 -2.256  0.29
48 H -1.135 -11.055 -1.108  0.34
49 H -2.535 -8.311 -0.991  0.33
50 H -1.999 -7.105 -2.189  0.31
51 H -0.918 -7.755 -0.974  0.31
52 C -4.494 5.787 -6.576  -0.97
53 S -4.498 4.086 -7.216  0.51
54 O -5.926 3.685 -7.617  -0.62
55 C -3.688 4.529 -8.775  -0.94
56 H -3.504 6.155 -6.306  0.38
57 H -5.300 5.900 -5.850  0.32
58 H -4.691 6.540 -7.338  0.33
59 H -3.476 3.577 -9.262  0.31
60 H -2.812 5.173 -8.688  0.33
61 H -4.318 4.915 -9.576  0.34
62 N -0.478 9.442 0.781  -0.04
63 C -0.844 10.339 1.823  -0.47
64 C -0.528 11.582 1.317  -0.26
65 C 0.076 11.429 0.031  -0.44
66 C 0.030 10.116 -0.297  -0.43
67 H -0.479 8.432 0.773  0.21
68 H -1.394 10.051 2.707  0.35
69 H -0.796 12.477 1.859  0.36
70 H 0.436 12.229 -0.599  0.37
71 H 0.495 9.593 -1.120  0.35
72 N 2.394 -2.838 -6.291  -0.05
73 C 1.927 -2.533 -7.563  -0.64
74 C 2.332 -3.599 -8.390  -0.22
75 C 3.128 -4.433 -7.658  -0.51
76 C 3.190 -3.954 -6.401  -0.27
77 H 2.146 -2.502 -5.371  0.24
78 H 1.220 -1.735 -7.732  0.37
79 H 2.109 -3.770 -9.432  0.37
80 H 3.734 -5.237 -8.047  0.35
81 H 3.782 -4.044 -5.502  0.37
82 N 2.717 2.985 4.660  0.01
83 C 1.850 3.536 5.503  -0.60
84 C 2.454 3.841 6.744  -0.47
85 C 3.708 3.241 6.777  -0.33
86 C 3.850 2.802 5.394  -0.36
87 H 2.569 2.585 3.744  0.25
88 H 0.837 3.681 5.159  0.39
89 H 2.051 4.295 7.636  0.37
90 H 4.502 3.064 7.489  0.38
91 H 4.598 2.202 4.898  0.36
92 N 7.478 -1.833 0.345  -0.05
93 C 8.563 -1.741 -0.551  -0.42
94 C 9.671 -2.265 0.082  -0.30
95 C 9.307 -2.719 1.358  -0.39
96 C 7.927 -2.535 1.451  -0.58
97 H 6.495 -1.672 0.178  0.23
98 H 8.375 -1.336 -1.534  0.37
99 H 10.617 -2.276 -0.439  0.37
100 H 9.971 -3.121 2.109  0.38
101 H 7.298 -2.779 2.294  0.38
102 N -8.486 -1.107 -2.616  -0.01
103 C -9.809 -0.754 -2.531  -0.33
104 C -10.313 -1.267 -1.312  -0.43
105 C -9.238 -1.869 -0.659  -0.30
106 C -8.178 -1.847 -1.525  -0.60
107 H -7.872 -0.791 -3.354  0.21
108 H -10.271 -0.332 -3.411  0.36
109 H -11.374 -1.357 -1.134  0.35
110 H -9.313 -2.196 0.368  0.38
111 H -7.200 -2.302 -1.465  0.38
112 N 4.792 4.446 -4.098  -0.02
113 C 6.040 4.972 -3.736  -0.65
114 C 6.322 5.967 -4.674  -0.19
115 C 5.234 6.064 -5.547  -0.26
116 C 4.345 5.110 -5.230  -0.53
117 H 4.250 3.765 -3.585  0.23
118 H 6.565 4.534 -2.900  0.36
119 H 7.148 6.624 -4.900  0.35
120 H 5.271 6.752 -6.378  0.36
121 H 3.343 4.989 -5.616  0.35

Cartesian forces (eV/Å) of the 2 atoms listed first:
-0.86 -0.48 -0.06
3.15 0.36 -1.13

Values from the calculation:
LUMO = 1.64 eV
Total charge = -1
Orbital gap = 4.481 eV
HOMO energy = -2.8 eV
DFT total energy = -114845.81086 eV
F_max = 0.10058 hartree/bohr



- Among the records above, which one has the highest DFT total energy?
  C37H67F4N2OPPtSi2